Record 1
{"formula": "C47H54AlN10", "method": "ωB97M-V/def2-TZVPD", "species": ["Al", "N", "N", "N", "N", "N", "N", "N", "N", "N", "N", "C", "C", "C", "C", "C", "C", "C", "C", "C", "C", "C", "C", "C", "C", "C", "C", "C", "C", "C", "C", "C", "C", "C", "C", "C", "C", "C", "C", "C", "C", "C", "C", "C", "C", "C", "C", "C", "C", "C", "C", "C", "C", "C", "C", "C", "C", "C", "H", "H", "H", "H", "H", "H", "H", "H", "H", "H", "H", "H", "H", "H", "H", "H", "H", "H", "H", "H", "H", "H", "H", "H", "H", "H", "H", "H", "H", "H", "H", "H", "H", "H", "H", "H", "H", "H", "H", "H", "H", "H", "H", "H", "H", "H", "H", "H", "H", "H", "H", "H", "H", "H"], "positions_angstrom": [[4.82, -2.27, 0.44], [-7.59, 1.12, -4.41], [1.05, 1.78, 6.63], [2.84, -6.34, 2.03], [1.43, 0.48, 2.80], [4.04, -2.88, -1.20], [6.89, 0.65, 2.33], [3.63, -0.60, -6.10], [-3.79, 3.34, -0.77], [-1.73, -1.56, 1.19], [-5.58, 7.80, -0.60], [2.89, 2.36, 2.48], [-8.10, 2.27, -4.87], [7.08, 0.38, 3.62], [0.43, 1.24, 2.36], [2.89, -2.11, -1.64], [-2.99, 1.07, -0.80], [-2.97, -3.59, 1.54], [-6.08, 8.95, -1.06], [-4.38, 1.87, -2.58], [1.59, -2.40, -6.72], [-4.41, 3.09, -1.92], [1.72, -1.21, -7.42], [-3.10, 2.33, -0.23], [-6.82, 7.95, -3.09], [3.96, -8.42, 2.47], [-0.23, 1.23, 8.58], [9.19, 1.31, 2.20], [-3.65, 0.84, -2.00], [4.78, -8.23, 1.37], [3.01, -7.45, 2.75], [-0.63, 0.03, 8.01], [0.57, 2.56, 1.97], [2.49, -2.68, -5.71], [-5.69, 6.73, -1.38], [2.64, 1.05, 2.86], [-6.71, 9.07, -2.28], [1.63, -2.20, -0.73], [0.65, 0.63, 6.09], [4.62, -7.08, 0.61], [-0.18, -0.28, 6.73], [3.48, -1.75, -5.43], [-1.21, -3.01, 3.04], [-8.83, 1.28, -6.90], [3.65, -6.17, 0.98], [-7.70, 0.05, -5.20], [-8.31, 0.08, -6.45], [2.75, -0.35, -7.08], [1.83, 3.13, 2.03], [8.29, 0.55, 4.27], [0.60, 2.06, 7.86], [-8.72, 2.40, -6.10], [-6.30, 6.75, -2.63], [7.94, 1.11, 1.64], [9.37, 1.03, 3.54], [-2.69, -2.42, 0.85], [-1.01, -1.87, 2.28], [-2.21, -3.89, 2.66], [3.21, -1.07, -1.72], [-0.56, 1.50, 9.58], [3.43, 0.41, 3.21], [-7.30, 8.01, -4.05], [0.82, -2.72, -1.25], [7.75, 1.32, 0.60], [8.39, 0.32, 5.32], [2.43, -3.59, -5.13], [-0.47, -1.20, 6.25], [2.89, 0.59, -7.60], [-0.54, 0.76, 2.32], [6.21, 0.01, 4.14], [1.26, -1.19, -0.49], [-2.40, -4.79, 3.23], [10.01, 1.68, 1.59], [-9.31, 1.34, -7.87], [-5.27, 5.81, -0.98], [2.34, -7.56, 3.60], [-5.98, 9.80, -0.40], [5.19, -3.47, 1.43], [-0.59, -3.21, 3.90], [0.93, 3.01, 8.27], [1.03, 0.42, 5.09], [3.85, -3.87, -1.23], [-2.41, 0.29, -0.32], [10.33, 1.17, 4.02], [-4.96, 3.93, -2.34], [-3.59, -0.12, -2.48], [1.82, -2.71, 0.21], [4.21, -1.92, -4.64], [-6.36, 5.85, -3.23], [3.87, -1.24, 1.23], [-0.28, 3.13, 1.61], [-4.90, 1.74, -3.51], [-8.37, -0.82, -7.04], [2.61, -2.44, -2.66], [-3.26, -2.15, -0.03], [-7.28, -0.86, -4.80], [-2.60, 2.56, 0.71], [1.03, -0.96, -8.22], [1.99, 4.16, 1.73], [-7.99, 3.12, -4.21], [-1.28, -0.65, 8.54], [0.80, -3.10, -6.96], [-0.24, -1.16, 2.53], [3.50, -5.26, 0.42], [5.53, -8.96, 1.11], [-7.11, 10.03, -2.60], [-9.12, 3.36, -6.41], [6.17, -1.45, 0.06], [4.05, -9.30, 3.09], [5.24, -6.90, -0.26], [3.89, 2.76, 2.55], [-3.77, -4.25, 1.21]], "homo_energy_ev": -3.89, "lumo_energy_ev": 1.7, "orbital_gap_ev": 5.6, "charge": -1, "e_tot_ha": -2613.3049}

Record 2
{"formula": "C47H54BF24O25", "method": "ωB97M-V/def2-TZVPD", "species": ["F", "F", "F", "F", "F", "F", "F", "F", "F", "F", "F", "F", "F", "F", "F", "F", "F", "F", "F", "F", "F", "F", "F", "F", "O", "O", "O", "O", "O", "O", "O", "O", "O", "O", "O", "O", "O", "O", "O", "O", "O", "O", "O", "O", "O", "O", "O", "O", "O", "C", "C", "C", "C", "C", "C", "C", "C", "C", "C", "C", "C", "C", "C", "C", "C", "C", "C", "C", "C", "C", "C", "C", "C", "C", "C", "C", "C", "C", "C", "C", "C", "C", "C", "C", "C", "C", "C", "C", "C", "C", "C", "C", "C", "C", "C", "C", "B", "H", "H", "H", "H", "H", "H", "H", "H", "H", "H", "H", "H", "H", "H", "H", "H", "H", "H", "H", "H", "H", "H", "H", "H", "H", "H", "H", "H", "H", "H", "H", "H", "H", "H", "H", "H", "H", "H", "H", "H", "H", "H", "H", "H", "H", "H", "H", "H", "H", "H", "H", "H", "H", "H"], "positions_angstrom": [[-4.79, 0.03, -4.51], [5.80, 3.72, 2.24], [-0.75, -3.13, -0.30], [-5.06, -2.17, 1.94], [6.77, -0.47, 0.04], [-6.06, -2.56, -6.87], [-2.76, -3.53, -1.08], [-4.09, -3.51, -7.07], [4.42, -1.69, 1.14], [3.69, 1.03, 3.06], [5.47, 0.68, -1.24], [4.82, -2.13, -0.94], [-2.53, -1.73, 3.36], [-5.82, -4.81, -8.57], [-5.52, -6.02, -6.73], [-4.99, 0.01, 1.65], [-6.54, -1.89, -3.69], [5.07, 3.22, 4.26], [-1.16, -5.74, -0.64], [-5.03, -2.78, -2.41], [3.01, 3.02, 2.47], [-2.57, 0.25, 2.45], [-3.01, -5.67, 0.56], [-4.79, 0.04, -2.32], [2.13, 7.75, 3.45], [-2.75, 2.88, -1.46], [-1.16, -0.73, -3.02], [-0.95, 0.43, -1.09], [5.29, 0.79, 1.00], [-4.60, -2.66, -4.55], [3.26, 2.62, -1.97], [0.43, 3.86, 1.38], [-2.55, -3.01, 1.05], [0.33, 2.26, -0.21], [0.36, -3.85, 4.10], [2.59, -6.81, -1.94], [0.99, 3.37, 7.61], [-0.03, 1.51, 3.12], [1.36, 0.14, -0.83], [1.69, -1.22, -2.60], [-0.86, 2.16, 7.51], [1.74, 3.61, -3.29], [-1.96, 4.89, -1.97], [0.89, 8.87, 2.00], [-0.89, -2.68, -5.86], [3.48, -6.20, -3.90], [0.69, -4.45, 1.98], [1.13, -2.20, -6.68], [0.01, 0.43, 1.17], [-3.45, 2.22, -0.40], [4.49, -1.14, -0.09], [-3.18, 4.57, 0.11], [0.27, 2.34, 7.16], [-6.01, -4.86, -7.25], [-2.39, -1.61, 1.01], [-1.48, -3.63, -4.99], [0.96, -1.58, 3.99], [-1.95, -3.66, 0.01], [-0.52, -0.30, -2.12], [5.30, 2.71, 3.04], [2.03, 5.81, -2.53], [1.51, -2.28, 2.74], [0.45, -2.87, -5.96], [1.12, 4.91, -3.39], [4.04, 2.16, 2.38], [2.24, 3.48, 6.93], [2.54, 3.55, -2.20], [5.52, -0.01, -0.09], [2.21, 2.43, 5.80], [-4.04, 3.35, 0.46], [-5.22, -2.00, -3.52], [0.83, -3.64, 2.85], [-2.52, 4.18, -1.19], [-4.51, -1.00, 2.40], [0.69, 5.92, 4.01], [0.25, 2.74, 1.00], [1.07, 1.47, 6.19], [2.40, 4.84, -1.42], [3.07, -5.91, -2.82], [4.28, 1.78, 0.92], [-0.02, 1.51, 1.93], [0.89, -4.00, -5.05], [0.74, -2.75, 4.95], [-4.47, -0.68, -3.41], [-2.99, -1.04, 2.29], [3.14, -4.53, -2.18], [2.31, -6.22, -0.66], [-5.34, -3.67, -6.57], [-5.26, -3.80, -5.06], [2.45, -4.70, -0.83], [-1.80, -5.12, 0.39], [1.00, -0.52, -1.94], [2.05, 6.61, 4.29], [0.12, 6.70, 2.82], [-0.43, -4.69, -4.71], [1.03, 7.89, 2.66], [0.19, 0.79, -0.24], [3.18, 1.94, 5.75], [4.53, 2.62, 0.27], [-4.69, -4.68, -4.77], [3.32, 5.03, -0.86], [0.10, 4.91, -3.00], [4.19, -4.29, -2.02], [3.03, 3.26, 7.64], [-5.08, 3.58, 0.27], [-2.41, -4.06, -5.36], [2.88, 5.91, 4.18], [1.48, 0.61, 6.70], [-3.75, 5.46, -0.13], [1.98, 2.89, 4.84], [2.58, -2.48, 2.78], [-6.27, -3.93, -4.66], [1.65, -3.04, 5.47], [-2.74, 1.63, 0.19], [3.52, -0.72, -0.40], [-4.85, -0.96, 3.43], [1.44, -3.64, -4.19], [0.43, 1.27, 5.34], [2.40, 4.48, 6.51], [3.33, 1.36, 0.56], [1.53, 6.69, -2.11], [2.86, 6.10, -3.18], [-2.44, 4.75, 0.89], [-0.09, -2.54, 5.62], [-1.36, -1.29, 0.97], [-1.80, -3.15, -4.06], [6.06, 1.93, 3.01], [2.07, 6.93, 5.33], [1.19, 5.24, -4.42], [0.03, 6.02, 4.87], [-0.01, -1.14, 3.77], [1.15, -1.83, 1.82], [1.54, -4.66, -5.62], [-3.92, 3.08, 1.51], [3.06, -6.63, 0.02], [-0.58, -5.55, -5.36], [-3.40, -0.90, -3.41], [1.44, -4.29, -0.80], [3.03, -4.28, -0.01], [-2.97, -1.12, 0.21], [-7.07, -4.87, -7.00], [-4.16, 1.51, -0.80], [1.64, -0.86, 4.44], [-0.92, 7.02, 2.86], [-0.46, -5.09, -3.69], [-1.19, -5.28, 1.28], [2.74, -3.75, -2.81], [0.28, 6.07, 1.94], [0.80, 4.88, 3.74], [1.57, 4.68, -0.74], [1.32, -6.50, -0.31]], "homo_energy_ev": -7.94, "lumo_energy_ev": 1.9, "orbital_gap_ev": 9.8, "charge": -1, "e_tot_ha": -6126.5161}

Record 3
{"formula": "C47H54BrCoN3O", "method": "ωB97M-V/def2-TZVPD", "species": ["Br", "Co", "O", "N", "N", "N", "C", "C", "C", "C", "C", "C", "C", "C", "C", "C", "C", "C", "C", "C", "C", "C", "C", "C", "C", "C", "C", "C", "C", "C", "C", "C", "C", "C", "C", "C", "C", "C", "C", "C", "C", "C", "C", "C", "C", "C", "C", "C", "C", "C", "C", "C", "C", "H", "H", "H", "H", "H", "H", "H", "H", "H", "H", "H", "H", "H", "H", "H", "H", "H", "H", "H", "H", "H", "H", "H", "H", "H", "H", "H", "H", "H", "H", "H", "H", "H", "H", "H", "H", "H", "H", "H", "H", "H", "H", "H", "H", "H", "H", "H", "H", "H", "H", "H", "H", "H", "H"], "positions_angstrom": [[2.20, 0.41, -2.48], [-0.97, -0.40, 0.04], [0.44, -1.42, -0.94], [0.17, 1.30, 0.17], [-2.42, 1.19, -0.50], [-2.53, -1.77, 0.15], [1.46, -5.55, -0.61], [4.45, -2.59, -0.74], [-4.57, 2.23, -0.67], [-6.36, 4.46, -0.49], [-3.14, -2.35, -0.93], [-3.73, 1.12, -0.69], [-2.65, 3.54, -0.29], [0.33, 3.63, -0.13], [-2.70, -2.00, -2.23], [-0.39, 2.46, -0.08], [4.04, -1.43, -1.39], [-3.98, -3.00, 1.58], [-2.91, -2.07, 1.36], [-1.02, -0.65, 2.10], [-0.22, -0.19, 3.16], [-4.60, 5.44, 0.97], [-3.27, -2.57, -3.33], [2.25, 2.42, 0.48], [2.70, -1.14, -1.47], [2.57, 4.88, 0.01], [6.86, -1.90, -1.11], [3.38, 5.08, 1.30], [-1.88, 2.41, -0.31], [6.28, -3.36, 0.81], [5.92, -3.01, -0.64], [1.70, 3.64, 0.14], [1.47, 1.28, 0.46], [-4.86, 4.75, -0.38], [2.07, -3.14, -0.32], [1.14, -4.27, 0.18], [-2.42, -1.74, 3.82], [1.65, -1.90, -0.89], [-4.45, 5.67, -1.53], [3.44, -3.41, -0.25], [-0.48, -0.51, 4.49], [6.15, -4.25, -1.52], [1.75, 6.14, -0.27], [-4.74, -3.88, -1.95], [-1.59, -1.28, 4.82], [-4.03, 3.48, -0.45], [3.54, 4.66, -1.17], [-4.59, -3.59, 0.52], [-4.17, -3.29, -0.79], [-0.35, -3.98, -0.02], [-4.30, -3.54, -3.19], [1.36, -4.51, 1.68], [-2.12, -1.45, 2.48], [-4.29, -3.22, 2.59], [7.90, -2.21, -0.94], [-5.40, -4.30, 0.68], [-0.67, -3.19, 0.66], [0.69, -5.30, 2.04], [1.15, -3.59, 2.24], [1.90, 0.31, 0.68], [-3.58, 5.81, 1.04], [5.44, -5.05, -1.28], [2.39, -4.82, 1.90], [4.76, -0.75, -1.83], [4.13, 4.30, 1.43], [-1.81, -1.51, 5.86], [-2.92, -2.31, -4.32], [-4.77, 4.75, 1.80], [-5.12, 6.54, -1.58], [3.31, 2.32, 0.72], [-4.51, 5.14, -2.49], [-0.18, 4.55, -0.40], [-2.17, 4.50, -0.11], [2.99, 4.60, -2.12], [1.18, 6.05, -1.20], [3.90, 6.04, 1.26], [6.75, -1.71, -2.19], [-6.91, 5.40, -0.41], [6.03, -3.99, -2.57], [7.35, -3.60, 0.89], [-3.30, -2.33, 4.08], [-6.71, 3.80, 0.31], [2.46, -5.94, -0.39], [0.73, -6.34, -0.37], [-5.54, -4.62, -1.82], [-3.43, 6.04, -1.41], [-5.28, 6.29, 1.09], [7.17, -4.64, -1.37], [-0.57, -3.67, -1.05], [4.10, 3.73, -1.05], [2.41, 7.00, -0.36], [6.69, -0.96, -0.57], [-6.62, 4.01, -1.45], [0.65, 0.44, 2.96], [-1.91, -1.26, -2.34], [4.25, 5.49, -1.23], [0.19, -0.16, 5.27], [5.72, -4.22, 1.18], [-4.14, 0.14, -0.86], [3.74, -4.34, 0.22], [1.04, 6.34, 0.55], [-0.93, -4.88, 0.20], [1.41, -5.36, -1.69], [2.73, 5.08, 2.18], [-5.63, 2.08, -0.82], [-4.74, -3.99, -4.07], [6.07, -2.51, 1.48]], "homo_energy_ev": [-6.72, -6.83], "lumo_energy_ev": [-0.1, -0.1], "s2": 3.761, "orbital_gap_ev": [6.7, 6.7], "e_tot_ha": -6019.7410, "multiplicity": 4, "relative_energy_kcal_mol": 6.91}

Record 4
{"formula": "C47H56NO6PSeSi2V", "method": "ωB97M-V/def2-TZVPD", "species": ["Se", "V", "P", "Si", "Si", "O", "O", "O", "O", "O", "O", "N", "C", "C", "C", "C", "C", "C", "C", "C", "C", "C", "C", "C", "C", "C", "C", "C", "C", "C", "C", "C", "C", "C", "C", "C", "C", "C", "C", "C", "C", "C", "C", "C", "C", "C", "C", "C", "C", "C", "C", "C", "C", "C", "C", "C", "C", "C", "C", "H", "H", "H", "H", "H", "H", "H", "H", "H", "H", "H", "H", "H", "H", "H", "H", "H", "H", "H", "H", "H", "H", "H", "H", "H", "H", "H", "H", "H", "H", "H", "H", "H", "H", "H", "H", "H", "H", "H", "H", "H", "H", "H", "H", "H", "H", "H", "H", "H", "H", "H", "H", "H", "H", "H", "H"], "positions_angstrom": [[1.62, -0.43, -1.21], [0.09, 0.04, 1.53], [-1.64, 1.22, -2.24], [2.84, -1.22, 3.09], [1.26, 1.09, 4.48], [-2.57, -2.03, 3.74], [-2.03, -0.36, -0.09], [-1.23, -0.86, 2.36], [-4.32, -0.13, -0.59], [-0.98, 2.14, -1.26], [-1.77, 1.84, 2.42], [1.13, 1.61, 1.08], [3.61, -3.28, -3.57], [2.70, 1.51, 5.65], [-3.21, 2.46, -4.28], [-4.05, 2.55, -2.04], [-3.24, 0.16, 3.08], [0.55, 2.79, 4.16], [-3.11, 2.06, -2.95], [2.49, -4.51, -1.88], [-0.19, -0.10, -5.86], [-1.27, -1.53, -2.05], [3.35, 2.03, 1.84], [-2.33, -1.04, 3.08], [1.79, -2.74, 3.36], [-2.51, 1.41, 3.58], [3.98, -1.44, 1.63], [3.47, 3.05, 0.92], [3.95, -5.79, -3.50], [1.75, 0.27, 2.94], [-3.74, 3.04, 2.31], [-3.65, 0.61, 1.62], [1.25, 1.67, -5.09], [4.02, -1.25, 4.56], [0.90, 0.75, -6.06], [0.18, 0.01, 5.55], [3.43, -0.80, -3.78], [-3.19, -3.06, -2.23], [-3.42, -0.44, 0.56], [2.39, 3.36, 0.09], [-0.93, 0.00, -4.68], [2.25, -2.09, -1.93], [0.51, 1.76, -3.91], [-4.08, -2.14, -1.88], [-5.06, 3.42, -2.46], [-4.22, 3.33, -4.69], [3.34, -4.51, -2.98], [1.00, -3.51, -0.17], [-3.70, -0.69, -1.71], [-1.76, -2.71, -2.40], [3.08, -2.08, -3.07], [-5.14, 3.82, -3.78], [2.15, 1.31, 1.94], [-2.17, -0.45, -1.50], [1.93, -3.35, -1.35], [1.24, 2.61, 0.19], [-2.92, 2.00, 1.54], [-3.51, 2.57, 3.78], [-0.59, 0.93, -3.71], [-2.50, 2.10, -5.01], [3.54, 2.00, 5.11], [3.19, -6.56, -3.66], [3.41, -1.64, 0.71], [-5.78, 3.79, -1.74], [2.34, -3.66, 3.08], [-3.99, 2.24, -1.01], [4.69, -2.12, 4.45], [-0.03, 2.83, 3.22], [1.39, 3.50, 4.07], [2.35, 2.22, 6.43], [-1.08, -3.47, -2.79], [-4.08, -0.11, 3.70], [3.48, -1.36, 5.51], [1.48, 0.68, -6.97], [-0.49, -0.64, 4.96], [-5.90, 4.52, -4.10], [2.52, -0.29, -4.12], [4.26, -3.24, -4.44], [-0.20, -1.33, -2.09], [-4.42, 2.23, 4.27], [-4.79, 3.03, 2.02], [0.82, -0.65, 6.16], [1.51, -2.82, 4.42], [0.69, -2.55, 0.22], [4.47, -5.62, -4.45], [0.10, -4.05, -0.46], [4.64, -0.34, 4.63], [-3.05, 3.35, 4.39], [3.10, 0.62, 6.16], [-5.12, -2.38, -1.69], [4.16, 1.79, 2.53], [3.92, -0.10, -3.09], [4.09, -0.99, -4.64], [1.48, -4.07, 0.64], [-1.84, 1.24, 4.43], [0.38, 2.77, -0.46], [-0.45, -0.83, -6.61], [-0.09, 3.11, 4.98], [4.38, 3.63, 0.86], [-0.44, 0.61, 6.24], [-2.57, 2.29, 0.56], [0.86, -2.70, 2.77], [2.46, 4.15, -0.64], [4.67, -2.27, 1.81], [2.25, -5.47, -1.40], [-3.50, -4.09, -2.36], [0.78, 2.47, -3.13], [-4.27, 3.64, -5.73], [-1.79, -0.66, -4.53], [-4.73, 0.78, 1.59], [-3.34, 4.05, 2.15], [4.56, -0.53, 1.45], [4.69, -6.19, -2.79], [2.10, 2.33, -5.24], [-4.04, -0.12, -2.57]], "homo_energy_ev": [-0.13, -0.14], "lumo_energy_ev": [4.1, 4.1], "s2": 3.761, "orbital_gap_ev": [4.2, 4.2], "charge": -2, "e_tot_ha": -6596.5999, "multiplicity": 4, "relative_energy_kcal_mol": 134.57}

| no. | maximum force (eV/Å) |
| --- | --- |
| 1 | 0.79 |
| 2 | 1.57 |
| 3 | 1.14 |
| 4 | 4.54 |